DFT (wB97M-V/def2-TZVPD) results for 7 unconnected molecules or ions with the total composition C35H41F2N4O15S in a non-equilibrium geometry.

Geometry (Å):
C: -4.0711 20.2096 -7.3881
H: -0.5547 17.8690 -11.9615
H: -18.6178 19.9442 -11.4383
O: -18.7377 25.3911 -10.3617
H: -10.5141 25.8497 -11.5646
H: -14.0978 17.6709 -15.6569
C: -16.3044 24.8282 -11.5771
H: -3.0810 17.1456 -10.6890
C: -12.6626 19.0255 -9.8033
H: -6.0814 22.3497 -3.6857
H: -1.3921 20.7696 -7.9788
C: -15.5207 18.9519 -18.4261
H: -17.0239 21.9183 -11.9956
C: -5.8804 19.7733 -15.3241
C: -4.4114 21.0446 -5.1730
H: -0.6383 16.4548 -10.8750
H: -8.4045 24.8019 -11.1312
H: -5.6580 20.3747 -8.7676
H: -11.8650 18.3742 -9.4456
C: -11.9137 20.3813 -9.7816
H: -6.6135 21.7542 -15.3319
C: -8.5102 25.8838 -11.0508
C: -13.4610 19.5165 -16.6815
H: -15.6739 17.0792 -17.6555
F: -10.0675 27.6244 -10.9075
H: -11.6311 15.9816 -2.2818
C: -3.9819 20.7843 -14.6898
H: -16.1865 18.7411 -19.2500
O: -7.5081 26.4135 -11.8213
H: -16.9908 21.2528 -10.4327
C: -9.7204 26.5954 -11.6104
C: -2.6862 17.9539 -10.0912
C: -14.8761 20.2226 -18.4692
H: -19.2310 21.1734 -12.4479
C: -0.4796 17.5319 -10.9277
H: -14.7547 14.8709 -5.9457
C: -0.8967 19.3360 -9.3654
C: -14.2215 18.3376 -16.4975
O: -13.5167 22.5723 -18.3174
N: -5.6756 21.2757 -5.4886
C: -12.3525 15.8312 -3.0713
C: -18.8681 21.0050 -11.4339
O: -10.8618 20.3988 -10.4664
H: 0.0705 19.7544 -9.6018
C: -13.6246 15.5965 -2.7763
C: -1.8037 19.9376 -8.5308
H: -8.2999 26.0437 -9.9933
H: -15.7758 24.6561 -10.6395
C: -17.6326 21.8333 -11.0954
C: -12.7185 15.3200 -5.4105
O: -12.2006 21.2889 -9.0041
C: -6.6028 21.7863 -4.4595
H: -7.4095 22.3781 -4.8921
H: -15.0460 20.9857 -19.2143
F: -6.3651 19.8418 -16.5999
C: -5.3747 20.5461 -7.7396
H: -16.4954 25.8808 -11.7858
H: -13.5015 19.0055 -9.1077
O: -12.3419 21.9249 -16.6682
H: -13.8942 15.7127 -1.7370
O: -9.9124 15.4718 -5.5752
O: -4.9641 21.4915 -14.3209
H: -15.8629 24.3534 -12.4534
H: -3.9299 21.2303 -4.2243
C: -7.9084 26.9970 -12.9063
O: -2.7892 21.1892 -14.4929
O: -7.1062 27.3864 -13.8150
H: -12.8112 19.7426 -15.8490
H: -2.5780 20.1888 -5.8186
O: -18.7781 24.0211 -12.5191
O: -9.2687 26.9636 -12.9124
H: -15.5705 15.0524 -3.6258
H: -6.9401 20.8866 -13.8154
C: -15.1600 18.0138 -17.4855
O: -4.4415 19.7189 -15.2959
H: -13.0682 18.8193 -10.7938
O: -18.0958 23.0200 -10.3868
H: -19.6849 21.2874 -10.7697
H: 0.5167 17.8062 -10.5810
C: -6.2270 21.0156 -14.6296
H: -4.5473 18.1259 -9.1530
H: -12.2676 15.3108 -6.3918
C: -6.2129 20.9837 -6.7265
H: -7.2824 21.1290 -6.7648
O: -9.6866 16.4626 -3.7438
C: -14.0571 15.1227 -5.1606
C: -11.8507 15.7338 -4.3940
C: -13.8538 20.4393 -17.5884
N: -10.3978 15.9677 -4.5677
C: -3.5843 20.4881 -6.0718
C: -3.5573 18.5567 -9.1822
N: -1.3870 18.3470 -10.1436
C: -14.5254 15.2550 -3.8077
N: -13.1951 21.7636 -17.5148
S: -18.1384 24.3914 -11.3023
H: -7.0661 20.9850 -3.8837
H: -6.2215 18.8717 -14.8154
C: -3.1314 19.5814 -8.3517

Total charge: +1
Frontier orbital gap: 1.74 eV
Molar mass: 827.79 g/mol